This record from OMol25 describes C44H36BrIrN5O2P2S as an isolated structure. The level of theory is ωB97M-V with the def2-TZVPD basis set.

Charge = +1
Frontier orbital gap (spin up / spin down) = 6.660 / 5.130 eV
Energy above the lowest of the compared OMol25 structures with the same formula, charge and spin = 0.0000 eV
HOMO energy (spin up / spin down) = -8.7 / -10.1 eV
E = -5881.55088 hartree
2S+1 = 5
E_LUMO (spin up / spin down) = -2.07 / -4.96 eV

XYZ file:
```
92
Properties=species:S:1:pos:R:3:mulliken_spin:R:1
Ir 0.05 0.11 -0.01 2.323
N 6.75 -0.02 -0.95 0.003
C 5.63 -0.64 -0.42 0.001
C 5.20 -0.32 0.87 0.001
C 4.07 -0.92 1.40 0.007
C 3.36 -1.83 0.63 -0.006
C 3.77 -2.15 -0.66 -0.001
C 4.90 -1.56 -1.18 -0.001
S 1.88 -2.53 1.26 0.004
O 2.08 -3.16 2.52 0.010
O 1.24 -3.22 0.17 -0.002
N 0.99 -1.15 1.42 0.226
C 0.80 -0.37 2.53 0.000
N -0.23 0.49 2.30 0.117
C -0.59 1.33 3.27 0.018
C 0.08 1.35 4.47 0.022
C 1.17 0.49 4.59 0.003
N 1.55 -0.35 3.63 0.016
H 7.36 0.49 -0.34 0.000
H 7.15 -0.38 -1.79 0.000
H 5.76 0.39 1.46 0.002
H 3.74 -0.69 2.41 0.003
H 3.19 -2.86 -1.24 0.001
H 5.24 -1.81 -2.18 0.000
H -1.42 1.99 3.06 0.004
H -0.22 2.01 5.27 0.002
H 1.78 0.49 5.48 0.000
N -2.94 0.19 -0.46 0.062
P -1.94 1.53 -0.76 0.197
C -2.29 2.75 0.53 0.012
C -3.56 2.90 1.09 -0.002
C -3.79 3.89 2.03 0.000
C -2.76 4.76 2.40 0.000
C -1.50 4.62 1.84 0.003
C -1.27 3.61 0.91 0.038
C -2.61 2.35 -2.23 0.018
C -3.65 1.82 -2.98 0.016
C -4.14 2.51 -4.08 -0.006
C -3.59 3.73 -4.44 0.015
C -2.53 4.26 -3.70 -0.008
C -2.04 3.57 -2.60 0.020
P -2.09 -1.28 -0.47 0.115
C -2.40 -2.09 -2.06 -0.013
C -1.45 -2.98 -2.54 0.035
C -1.67 -3.66 -3.73 0.000
C -2.84 -3.44 -4.44 0.001
C -3.80 -2.57 -3.95 0.000
C -3.59 -1.91 -2.75 0.001
C -3.00 -2.32 0.69 0.027
C -2.57 -3.64 0.82 0.029
C -3.27 -4.52 1.63 -0.002
C -4.41 -4.08 2.30 0.012
C -4.83 -2.77 2.18 -0.004
C -4.11 -1.88 1.39 0.008
H -3.94 0.23 -0.59 0.002
H -4.37 2.24 0.80 0.002
H -4.78 4.00 2.47 0.000
H -2.95 5.54 3.13 0.000
H -0.70 5.29 2.13 0.000
H -0.28 3.50 0.47 -0.009
H -4.08 0.85 -2.73 0.006
H -4.96 2.10 -4.66 0.000
H -3.97 4.27 -5.29 0.001
H -2.09 5.21 -3.98 0.000
H -1.23 3.99 -2.02 0.004
H -0.54 -3.17 -1.97 0.006
H -0.93 -4.36 -4.10 0.000
H -3.01 -3.96 -5.38 0.000
H -4.73 -2.42 -4.49 0.000
H -4.37 -1.27 -2.35 0.001
H -1.68 -3.99 0.30 0.005
H -2.94 -5.54 1.74 0.000
H -4.97 -4.77 2.92 0.001
H -5.70 -2.42 2.72 0.000
H -4.42 -0.84 1.34 0.000
Br 1.10 -0.98 -2.51 0.141
C 2.55 0.22 -2.60 -0.007
C 3.41 0.12 -3.65 0.014
C 4.53 0.98 -3.70 -0.013
C 4.75 1.87 -2.69 0.022
C 3.86 1.96 -1.59 -0.005
C 4.11 2.85 -0.52 0.090
C 3.27 2.91 0.56 -0.015
C 2.12 2.09 0.59 0.046
C 1.81 1.23 -0.44 0.436
C 2.71 1.13 -1.54 -0.071
H 3.23 -0.60 -4.44 0.001
H 5.21 0.91 -4.54 0.000
H 5.61 2.52 -2.71 -0.001
H 4.99 3.48 -0.56 0.000
H 3.48 3.58 1.38 0.002
H 1.47 2.17 1.46 0.021
```

=====

This record from OMol25 describes C44H36N5O2S4Ti as an isolated structure. The level of theory is ωB97M-V with the def2-TZVPD basis set.

Charge = +1
Frontier orbital gap = 6.798 eV
Energy above the lowest of the compared OMol25 structures with the same formula, charge and spin = 0.0000 eV
HOMO energy = -10.0 eV
E = -4564.75761 hartree
E_LUMO = -3.17 eV

XYZ file:
```
92
Properties=species:S:1:pos:R:3:mulliken_charge:R:1
Ti 0.59 0.44 0.07 0.334
C -3.15 -0.55 2.24 -1.179
C -2.77 -0.85 3.55 -0.873
C -1.44 -0.77 3.89 -0.540
C -0.49 -0.41 2.93 -0.325
N -0.86 -0.16 1.66 2.323
C -2.17 -0.22 1.34 -0.854
N 0.80 -0.25 3.39 -0.407
C 1.82 -0.36 2.61 0.002
N 1.79 -0.65 1.26 0.714
C 3.10 -0.87 0.83 -0.171
N 3.46 -1.31 -0.31 -0.461
C 2.56 -1.57 -1.31 -0.206
C 2.99 -2.45 -2.31 -0.602
C 2.21 -2.68 -3.42 -0.601
C 0.99 -2.03 -3.53 -1.224
C 0.60 -1.20 -2.50 -0.264
N 1.34 -0.97 -1.40 1.338
C 4.01 -0.55 1.95 0.141
C 5.39 -0.55 2.03 -0.532
C 5.96 -0.20 3.25 -0.638
C 5.16 0.11 4.35 -0.642
C 3.78 0.09 4.27 -0.588
C 3.22 -0.23 3.04 0.232
H -4.18 -0.58 1.93 0.646
H -3.51 -1.13 4.29 0.460
H -1.09 -0.96 4.90 0.601
H -2.42 0.02 0.32 0.460
H 3.97 -2.89 -2.19 0.618
H 2.55 -3.35 -4.20 0.431
H 0.34 -2.16 -4.38 0.532
H -0.35 -0.67 -2.56 0.386
H 6.00 -0.80 1.17 0.560
H 7.03 -0.18 3.35 0.441
H 5.64 0.37 5.29 0.454
H 3.15 0.31 5.12 0.571
S 2.14 1.89 -0.99 -0.508
C 1.45 2.58 -2.48 1.106
C 2.40 3.32 -3.22 -0.946
C 2.07 4.00 -4.37 -0.819
C 0.76 3.98 -4.83 -0.663
C -0.19 3.26 -4.13 -1.349
C 0.14 2.56 -2.96 1.044
S -1.28 1.76 -2.31 -0.232
H 3.42 3.34 -2.85 0.512
H 2.83 4.55 -4.90 0.426
H 0.48 4.51 -5.73 0.427
H -1.21 3.24 -4.48 0.441
O -0.74 1.03 -0.97 0.098
S -1.96 -2.66 -1.02 0.034
C -3.17 -3.97 -0.97 0.201
C -4.18 -3.94 -0.01 -0.068
C -5.13 -4.95 0.02 -0.727
C -5.08 -5.98 -0.91 -0.454
C -4.07 -6.01 -1.87 -0.701
C -3.12 -5.00 -1.90 -0.296
C -0.66 -3.38 -0.03 0.766
C 0.42 -4.01 -0.64 -0.765
C 1.48 -4.48 0.12 -0.709
C 1.47 -4.31 1.50 -0.753
C 0.40 -3.68 2.11 -0.753
C -0.66 -3.21 1.35 -0.339
H -4.21 -3.14 0.71 0.303
H -5.91 -4.93 0.76 0.406
H -5.82 -6.77 -0.89 0.385
H -4.03 -6.81 -2.59 0.399
H -2.34 -5.00 -2.65 0.386
H 0.42 -4.13 -1.72 0.601
H 2.31 -4.97 -0.36 0.415
H 2.30 -4.67 2.09 0.466
H 0.39 -3.55 3.19 0.431
H -1.50 -2.72 1.83 0.565
C -2.78 6.18 -2.30 -1.590
C -2.20 5.38 -1.17 0.912
C -0.82 5.23 -1.04 -0.887
C -0.27 4.46 -0.03 -0.634
C -1.13 3.85 0.88 0.879
C -2.50 3.98 0.78 -0.539
C -3.03 4.76 -0.24 -0.822
S -0.48 2.78 2.13 0.417
C 0.45 3.92 3.14 -1.244
O 0.65 2.04 1.41 0.063
H -2.03 6.81 -2.77 0.370
H -3.60 6.81 -1.95 0.452
H -3.18 5.51 -3.06 0.286
H -0.16 5.70 -1.76 0.304
H 0.80 4.31 0.04 0.469
H -3.16 3.47 1.48 0.445
H -4.10 4.87 -0.33 0.433
H 1.15 4.46 2.51 0.362
H 0.98 3.32 3.88 0.427
H -0.25 4.59 3.62 0.429
```

=====

This record from OMol25 describes C44H37BCl2MoN8O2S2Sb as an isolated structure. The level of theory is ωB97M-V with the def2-TZVPD basis set.

Frontier orbital gap (spin up / spin down) = 5.465 / 5.435 eV
Energy above the lowest of the compared OMol25 structures with the same formula, charge and spin = 1.3286 eV
HOMO energy (spin up / spin down) = -7.4 / -7.6 eV
E = -4337.52485 hartree
2S+1 = 2
E_LUMO (spin up / spin down) = -1.96 / -2.17 eV

XYZ file:
```
98
Properties=species:S:1:pos:R:3:mulliken_spin:R:1
Mo -0.04 0.06 0.24 1.080
C -2.86 4.44 2.45 -0.002
C -2.39 3.51 3.36 0.001
C -2.04 2.24 2.93 -0.013
C -2.15 1.90 1.58 0.017
C -2.63 2.84 0.67 -0.002
C -2.98 4.10 1.11 0.002
N -1.79 0.60 1.18 -0.111
C -2.71 -0.38 1.30 -0.048
C -4.05 -0.22 1.68 -0.004
C -4.89 -1.30 1.68 -0.019
C -4.43 -2.58 1.34 -0.049
C -3.10 -2.78 1.02 0.045
C -2.24 -1.69 0.99 -0.059
N -0.92 -1.72 0.69 -0.031
N -0.24 -2.85 0.74 0.203
C 1.06 -2.68 0.66 -0.032
C 1.96 -3.77 0.69 0.055
C 3.31 -3.54 0.64 -0.018
C 3.77 -2.21 0.59 0.056
C 2.86 -1.19 0.57 0.018
N 1.54 -1.38 0.58 0.021
H -3.14 5.43 2.78 0.000
H -2.31 3.76 4.40 0.000
H -1.70 1.50 3.63 0.000
H -2.74 2.57 -0.37 -0.002
H -3.36 4.83 0.41 0.000
H -4.41 0.77 1.93 0.007
H -5.93 -1.16 1.95 -0.001
H -5.12 -3.41 1.32 -0.003
H -2.72 -3.75 0.74 0.002
H 1.55 -4.76 0.73 -0.001
H 4.01 -4.36 0.64 0.000
H 4.83 -1.99 0.59 0.002
H 3.18 -0.15 0.57 -0.031
B 1.69 2.20 2.52 -0.066
N 0.95 1.01 3.14 -0.003
C 1.00 0.70 4.44 0.004
C 0.50 -0.58 4.61 0.001
C 0.15 -0.98 3.32 -0.002
N 0.44 -0.01 2.45 -0.014
N 0.87 2.82 1.39 -0.021
C 0.74 4.13 1.18 0.032
C 0.29 4.33 -0.11 0.006
C 0.16 3.06 -0.63 0.027
N 0.50 2.15 0.29 -0.049
H 1.88 3.02 3.35 0.000
H 2.71 1.76 2.04 0.021
H 1.37 1.40 5.16 0.000
H 0.40 -1.14 5.52 0.000
H -0.27 -1.92 3.02 -0.002
H 0.97 4.84 1.95 -0.003
H 0.11 5.27 -0.59 0.001
H -0.18 2.77 -1.61 0.000
S -0.12 -2.34 -2.38 0.032
C 0.35 -0.99 -1.64 -0.015
Cl -3.90 -0.40 -4.12 0.000
C -2.66 0.61 -3.39 0.000
Cl -3.18 2.30 -3.36 0.000
C -2.36 0.15 -1.94 0.001
O -3.02 -0.72 -1.42 -0.008
O -1.38 0.78 -1.44 -0.005
H -1.76 0.55 -4.01 0.000
S 1.37 0.28 -1.93 -0.047
Sb 4.01 2.24 -0.70 0.031
C 5.46 1.93 0.90 -0.001
C 5.37 2.51 2.15 0.000
C 6.26 2.14 3.15 0.000
C 7.22 1.17 2.91 0.000
C 7.29 0.58 1.67 0.000
C 6.42 0.96 0.66 -0.001
C 5.53 2.49 -2.22 0.000
C 6.61 3.32 -1.98 0.000
C 7.55 3.54 -2.98 0.000
C 7.41 2.93 -4.21 0.000
C 6.34 2.09 -4.45 0.000
C 5.40 1.87 -3.45 0.000
C 3.59 4.36 -0.71 0.002
C 3.05 4.85 -1.89 -0.001
C 2.61 6.16 -1.98 0.001
C 2.69 6.99 -0.87 0.000
C 3.24 6.51 0.30 0.001
C 3.68 5.20 0.39 -0.002
H 4.60 3.23 2.38 0.000
H 6.20 2.62 4.12 0.000
H 7.89 0.86 3.70 0.000
H 8.03 -0.19 1.48 0.000
H 6.49 0.49 -0.31 0.000
H 6.71 3.80 -1.02 0.000
H 8.39 4.20 -2.79 0.000
H 8.14 3.11 -4.99 0.000
H 6.23 1.61 -5.41 0.000
H 4.56 1.21 -3.64 0.000
H 2.98 4.20 -2.76 0.000
H 2.20 6.52 -2.91 0.000
H 2.32 8.00 -0.92 0.000
H 3.31 7.15 1.17 0.000
H 4.10 4.84 1.31 0.000
```

=====

Q: Number 1 is which compound?
A: C44H36BrIrN5O2P2S